Density functional theory data (ωB97M-V/def2-TZVPD) for a 8-piece molecular cluster, C56H81BBrClF3N9O6S overall at a distorted geometry.

Geometry as XYZ:
```
159
Properties=species:S:1:pos:R:3
C 1.46676 3.95205 -0.96069
C 0.55819 3.72138 -2.16613
C 0.62714 2.30147 -2.63904
O -0.09133 1.45457 -1.76102
C -1.04527 0.66305 -2.43022
C -2.11838 0.13651 -1.47471
C -2.84518 -1.03893 -2.12048
C -3.41796 -0.73549 -3.50929
C -2.49293 -1.16867 -4.63980
Br -2.56529 0.09068 -6.13810
C -3.15744 1.24227 -1.18666
C -2.79370 2.22423 -0.08155
C -3.20014 1.75890 1.31264
C -2.24293 1.97570 2.44793
C -0.86214 2.10068 2.30396
C -0.03231 2.27393 3.42344
C -0.56264 2.32150 4.70853
C -1.93947 2.20822 4.86354
C -2.76567 2.03541 3.74466
O -1.56779 -0.17976 -0.21311
C -0.66100 -1.27470 -0.13073
B 0.57499 -0.78032 0.76373
N 1.89316 -0.60682 0.19058
O 0.41794 -0.55842 2.09154
C -1.31678 -2.52802 0.44021
C -0.22035 -3.51835 0.79799
C -0.60598 -4.99087 0.64616
C 0.24181 -5.81010 1.53305
F 1.30114 -6.42357 0.99208
C -0.03131 -5.95327 2.84948
F 0.72386 -5.61092 3.86648
F -1.18315 -6.47077 3.24410
O -2.12498 -2.15282 1.54588
C -2.93951 -3.17846 2.02294
N -2.21659 -3.86727 3.09964
C -4.31015 -2.60735 2.41932
C -5.33437 -2.96705 1.33265
C -6.59831 -2.12462 1.18939
C -7.32815 -1.87723 2.50192
S -8.37112 -0.43023 2.42418
O -8.44196 0.03273 1.07908
O -8.04909 0.45833 3.48883
Cl -10.19506 -1.22723 2.86151
H 1.85815 4.95702 -0.90763
H 2.31229 3.27337 -1.04181
H 0.94023 3.70501 -0.05050
H -0.45668 3.98431 -1.89161
H 0.85015 4.39662 -2.96037
H 1.67129 1.99980 -2.61736
H 0.28656 2.20993 -3.66418
H -1.50973 1.23074 -3.22725
H -0.51673 -0.16571 -2.90558
H -3.68029 -1.29131 -1.48372
H -2.21583 -1.91570 -2.22337
H -4.34358 -1.27280 -3.64325
H -3.63782 0.31154 -3.62837
H -2.78131 -2.11311 -5.05898
H -1.45734 -1.17738 -4.35669
H -4.11907 0.79136 -0.97910
H -3.27039 1.81251 -2.09893
H -1.75409 2.49217 -0.14492
H -3.34433 3.13341 -0.29403
H -4.15996 2.17413 1.58134
H -3.34475 0.68352 1.25148
H -0.40710 2.05020 1.33232
H 1.02220 2.35808 3.28080
H 0.08545 2.44575 5.55517
H -2.36933 2.26956 5.84720
H -3.82090 1.96699 3.91108
H -0.24610 -1.52962 -1.10126
H 2.24677 0.32689 0.34233
H 1.94777 -0.82162 -0.79234
H 1.26401 -0.48286 2.53729
H -1.98666 -2.97331 -0.29460
H 0.61985 -3.35240 0.13184
H 0.10819 -3.32938 1.80829
H -1.64130 -5.21043 0.87621
H -0.42198 -5.30551 -0.37592
H -3.13882 -3.91833 1.25141
H -2.68720 -4.74939 3.26796
H -2.34192 -3.33989 3.95331
H -4.60829 -3.07609 3.34804
H -4.24846 -1.54264 2.60526
H -4.80986 -2.87950 0.38797
H -5.58481 -4.01650 1.44021
H -7.27783 -2.67878 0.55888
H -6.36908 -1.21521 0.66119
H -8.02048 -2.69084 2.65973
H -6.70373 -1.81201 3.37801
C 5.53472 1.98352 2.63032
C 5.65415 3.08009 1.73308
C 4.48799 3.14976 1.02027
N 3.67246 2.14034 1.44677
C 4.30116 1.42627 2.43052
H 6.26946 1.64617 3.34081
H 6.49859 3.73980 1.62736
H 4.16133 3.82359 0.24826
H 2.75049 1.95931 1.09292
H 3.81935 0.58915 2.90543
C 3.81372 8.78833 -0.64878
C 3.52585 8.68761 -2.04179
C 3.83187 7.41054 -2.42438
N 4.28973 6.74256 -1.32228
C 4.28061 7.56827 -0.23630
H 3.69384 9.65846 -0.02156
H 3.13816 9.46141 -2.68360
H 3.76100 6.92299 -3.38074
H 4.58975 5.78544 -1.31325
H 4.60381 7.22244 0.73048
C 8.46955 10.56021 0.08614
C 8.53348 11.64173 -0.83465
C 7.35424 11.65238 -1.53043
N 6.58388 10.62175 -1.06813
C 7.25377 9.95284 -0.08309
H 9.22807 10.26413 0.79057
H 9.34995 12.33055 -0.96906
H 7.00009 12.30275 -2.31114
H 5.66611 10.38552 -1.39912
H 6.80928 9.10645 0.40982
C 5.08660 -8.41224 3.69261
C 5.27292 -7.81001 2.41579
C 4.15335 -7.06973 2.16035
N 3.29571 -7.19870 3.21626
C 3.86377 -8.01303 4.15961
H 5.77269 -9.06186 4.20870
H 6.12606 -7.91024 1.76713
H 3.88820 -6.45785 1.31620
H 2.40721 -6.74194 3.23688
H 3.35151 -8.23846 5.07891
C -1.49680 -9.53376 -1.70584
C -1.77609 -10.63236 -0.84793
C -1.86299 -10.13917 0.42486
N -1.65000 -8.78834 0.37107
C -1.42380 -8.41346 -0.92369
H -1.36048 -9.56526 -2.77276
H -1.89493 -11.66338 -1.13318
H -2.05654 -10.63253 1.36116
H -1.64460 -8.16755 1.15949
H -1.22665 -7.38587 -1.17522
C -1.48582 10.37028 -0.01837
C -0.81490 11.57619 -0.35974
C 0.51201 11.27328 -0.51253
N 0.66782 9.93571 -0.27727
C -0.54261 9.37805 0.02372
H -2.53792 10.24706 0.17403
H -1.25575 12.55126 -0.47836
H 1.35360 11.89408 -0.76816
H 1.54139 9.43927 -0.31948
H -0.63023 8.32765 0.24092
C 0.51929 -9.30190 -7.41504
C 1.31173 -9.39865 -6.23774
C 0.47012 -9.26831 -5.16684
N -0.79836 -9.09473 -5.65174
C -0.77728 -9.11581 -7.01978
H 0.86325 -9.36345 -8.43331
H 2.37649 -9.54814 -6.18509
H 0.66281 -9.28435 -4.10792
H -1.61954 -8.97043 -5.09063
H -1.68145 -8.99860 -7.59107
```

Spin multiplicity = 1

Atom charges from the Mulliken analysis, given in e for atoms 1 to 4:
1. C -0.57
2. C -0.80
3. C -0.89
4. O 0.12

Density functional theory data (ωB97M-V/def2-TZVPD) for a 2-piece molecular cluster, C7H12N2 overall at a distorted geometry.

Geometry as XYZ:
```
21
Properties=species:S:1:pos:R:3
C 2.12970 0.25302 -1.62960
C 1.25885 -0.05403 -0.42383
C 1.47276 0.71446 0.85144
C 0.41101 -0.99258 -0.64652
N -0.14591 -2.01403 -1.00571
H 2.76550 -0.48967 -1.71513
H 1.50262 0.33013 -2.51653
H 2.61066 1.14951 -1.34565
H 1.08074 1.76613 0.72638
H 0.94631 0.17716 1.61596
H 2.51729 0.66771 0.96009
H -0.89077 -1.93895 -1.70452
C -1.82313 -0.89955 1.78979
C -2.15003 0.06892 0.68550
C -1.47704 0.91312 -0.02134
N -1.21384 1.96528 -0.56004
H -2.72506 -1.02923 2.36543
H -1.59213 -1.84651 1.40294
H -0.97364 -0.52495 2.35253
H -3.08535 -0.17897 0.16968
H -0.61851 1.96303 -1.35087
```

Spin multiplicity = 1
ΔE to the lowest compared entry with this formula, charge and spin = 346.3 kJ/mol

Atom charges from the Mulliken analysis, given in e for atoms 1 to 4:
1. C -1.61
2. C 0.38
3. C -1.33
4. C 0.65

Density functional theory data (ωB97M-V/def2-TZVPD) for a 2-piece molecular cluster, C2HCl3OS overall at a distorted geometry.

Geometry as XYZ:
```
8
Properties=species:S:1:pos:R:3
C -0.50961 0.81649 1.06599
C 0.36444 -0.12348 -1.00360
O 0.27640 1.36315 1.72368
S 0.01854 -1.83053 -0.83068
Cl 2.01195 0.39344 -1.07101
Cl -0.66111 0.69159 -2.17084
Cl 0.06787 -1.92083 1.20972
H -1.56847 0.61014 1.07673
```

Spin multiplicity = 1
ΔE to the lowest compared entry with this formula, charge and spin = 228.3 kJ/mol

Atom charges from the Mulliken analysis, given in e for atoms 1 to 4:
1. C 0.13
2. C 0.06
3. O -0.29
4. S 0.08

Density functional theory data (ωB97M-V/def2-TZVPD) for a 5-piece molecular cluster, C40H79BrF3N3O14P overall at a distorted geometry.

Geometry as XYZ:
```
141
Properties=species:S:1:pos:R:3
C -3.57190 -3.00764 -3.13372
C -4.03227 -1.60923 -2.70439
C -3.07697 -0.52564 -3.25917
C -3.48302 -0.24415 -4.70812
C -3.03206 0.74342 -2.36671
Br -2.63203 2.39180 -3.52020
O -4.25796 0.86828 -1.78436
C -4.60440 1.90878 -0.85532
C -5.22089 3.09759 -1.61610
C -6.17376 2.66721 -2.73622
C -7.45254 1.97550 -2.24274
C -7.42636 0.43179 -2.20474
N -8.40508 -0.14832 -3.13393
C -3.48956 2.19152 0.20158
C -3.52152 1.28586 1.47852
C -4.88447 0.82115 2.00460
C -5.29202 -0.56774 1.57681
F -5.58783 -0.65870 0.26305
F -4.29657 -1.44996 1.80850
F -6.36771 -0.97746 2.25319
P -3.73019 3.98524 0.80206
C -4.19955 4.13645 2.56740
C -5.70582 4.32404 2.75059
C -2.46322 5.21683 0.29961
C -1.43609 5.66643 1.35584
N -2.08482 2.01278 -0.46366
C -0.95439 2.25233 0.50410
C 0.17632 3.15497 -0.02986
O 1.41156 2.47790 0.07199
C -1.88609 0.73341 -1.32558
C -1.97483 -0.56306 -0.51811
C -0.50514 0.77188 -2.01986
C 0.61319 0.00215 -1.35075
N 1.34812 -0.71566 -2.07519
H -4.42259 -3.67631 -3.26233
H -2.90398 -3.45297 -2.39404
H -3.04387 -2.99062 -4.08942
H -4.10857 -1.58073 -1.62238
H -5.02955 -1.41349 -3.10082
H -2.07268 -0.95505 -3.28085
H -2.68108 0.19665 -5.29681
H -4.36801 0.39347 -4.74968
H -3.74474 -1.18918 -5.18658
H -5.43079 1.47366 -0.29513
H -4.45228 3.76470 -2.00187
H -5.82716 3.65719 -0.90821
H -6.46188 3.59661 -3.23392
H -5.67143 2.05806 -3.49181
H -8.27598 2.23968 -2.90679
H -7.71807 2.37213 -1.25545
H -6.41621 0.08177 -2.43295
H -7.67868 0.08446 -1.20134
H -7.96655 -0.51627 -3.96789
H -8.91757 -0.90852 -2.70862
H -3.06839 1.85381 2.28385
H -2.88929 0.41387 1.36654
H -4.83439 0.76769 3.09382
H -5.69739 1.50990 1.77475
H -3.82830 3.32965 3.20494
H -3.67155 5.03115 2.91502
H -6.28445 3.58358 2.19647
H -6.01620 5.30490 2.39204
H -5.97229 4.23693 3.80500
H -3.05737 6.07872 -0.00392
H -1.97548 4.89299 -0.62654
H -1.78636 6.54190 1.89978
H -0.48384 5.93053 0.89421
H -1.22291 4.87902 2.08145
H -2.02674 2.77274 -1.15497
H -0.53587 1.29652 0.80385
H -1.38306 2.71520 1.38869
H 0.21303 4.05262 0.58255
H -0.01386 3.48168 -1.05705
H 1.90943 2.55860 -0.74916
H -1.35095 -0.53352 0.37486
H -1.61048 -1.38010 -1.13989
H -2.98579 -0.79270 -0.20056
H -0.60737 0.29834 -2.99478
H -0.19037 1.79479 -2.22185
H 0.76113 0.07940 -0.27412
H 2.07105 -1.17569 -1.52003
C 3.73826 0.83593 1.28048
C 2.80518 -0.07693 2.04028
O 2.98998 -1.45594 1.68797
C 4.04341 -2.05257 2.26894
O 4.78549 -1.53379 3.06094
O 4.11183 -3.29744 1.81908
C 5.21812 -4.06031 2.32885
H 3.64177 0.65792 0.20687
H 3.48161 1.87433 1.48543
H 4.77657 0.66792 1.56130
H 1.76727 0.12662 1.77078
H 2.91051 0.04701 3.11756
H 5.22974 -4.03410 3.41578
H 6.15545 -3.66518 1.94218
H 5.06574 -5.07581 1.97849
C 6.87857 -5.20985 -3.70945
C 6.34932 -5.11345 -5.12216
O 4.97416 -4.67935 -5.15096
C 4.78404 -3.37448 -4.98557
O 5.63910 -2.53738 -4.84378
O 3.46946 -3.13722 -5.00430
C 3.11769 -1.76354 -4.81981
H 6.24028 -5.85742 -3.10758
H 7.88445 -5.62980 -3.72217
H 6.92165 -4.22672 -3.24325
H 6.32868 -6.08910 -5.60267
H 6.94848 -4.43714 -5.73036
H 3.63504 -1.13347 -5.54064
H 3.36325 -1.44030 -3.81094
H 2.04404 -1.71002 -4.96831
C 5.57318 -10.91195 1.71937
C 4.84106 -10.43416 2.95279
O 5.75125 -10.08115 4.01210
C 6.33614 -8.89314 3.89555
O 6.14379 -8.08639 3.01895
O 7.17079 -8.73617 4.92146
C 7.90514 -7.50829 4.91641
H 6.23972 -11.73746 1.96953
H 4.85458 -11.25962 0.97681
H 6.16162 -10.10764 1.28064
H 4.23184 -11.22733 3.38082
H 4.20003 -9.58067 2.73445
H 7.23133 -6.65795 4.83405
H 8.61302 -7.49313 4.08933
H 8.43369 -7.48307 5.86389
C 4.72476 5.35072 4.57435
C 4.27242 5.31445 3.13307
O 2.94021 5.85122 2.97325
C 2.86448 7.18318 2.97501
O 3.78510 7.95126 3.05222
O 1.57630 7.52356 2.86041
C 1.33330 8.93712 2.89187
H 4.00701 4.83527 5.21319
H 5.69061 4.85438 4.66797
H 4.83048 6.37671 4.92248
H 4.19111 4.29105 2.77095
H 4.95482 5.86154 2.48405
H 1.95301 9.44993 2.16020
H 1.53824 9.33416 3.88416
H 0.28147 9.05765 2.65051
```

Spin multiplicity = 1
Charge = +1

Atom charges from the Mulliken analysis, given in e for atoms 1 to 4:
1. C -1.51
2. C 0.04
3. C 0.78
4. C -1.95

Density functional theory data (ωB97M-V/def2-TZVPD) for C25H52Cl2MoP2Si2 as an isolated structure at a distorted geometry.

Geometry as XYZ:
```
84
Properties=species:S:1:pos:R:3
Mo 0.03723 -0.06903 -0.05554
C 1.90124 -0.12225 -1.43146
C 1.13712 -1.31882 -1.59575
C -0.12110 -0.91674 -2.20543
Si 1.93259 -3.00690 -1.29547
C -0.12980 0.49951 -2.31942
C 1.12522 1.01066 -1.80567
Si 1.92372 2.72275 -1.80336
H 2.96313 -0.09014 -1.24343
H -0.90274 -1.59601 -2.53359
H -0.91742 1.10887 -2.75915
Cl -4.75202 0.14754 1.74978
C 3.79038 2.63667 -1.73433
C 1.42157 3.76578 -3.26244
C 3.79806 -2.92570 -1.25472
C 1.43402 -4.29013 -2.55676
H 2.08230 3.51789 -4.10778
H 1.54554 4.83880 -3.05066
H 0.38623 3.59818 -3.58346
H 4.13268 2.10548 -0.83582
H 4.22363 3.64805 -1.71894
H 4.18271 2.11506 -2.61977
H 2.07525 -4.17016 -3.44396
H 0.38997 -4.20908 -2.88299
H 1.59297 -5.30967 -2.17308
H 4.18121 -2.56673 -2.22072
H 4.22364 -3.92387 -1.07625
H 4.16931 -2.25845 -0.46729
C 1.27286 3.39596 -0.15199
C 1.26359 -3.39133 0.44108
P -0.35513 2.63919 0.21201
H 1.18432 4.49036 -0.22396
H 2.01609 3.14646 0.62831
P -0.35217 -2.58137 0.66146
H 1.96473 -2.98125 1.18935
H 1.18131 -4.48012 0.56903
C -0.86559 -3.05782 2.39338
C -1.46802 -3.67474 -0.43145
C -1.46543 3.53072 -1.05970
C -0.86963 3.41497 1.83767
C -0.69495 2.42751 2.98736
H -1.94344 3.59831 1.68186
C -0.17001 4.73535 2.16590
H 0.89878 4.58099 2.36969
H -0.64002 5.11632 3.07985
H -0.27445 5.50115 1.38838
H -1.16255 1.45666 2.79499
H -1.17783 2.85797 3.87052
H 0.36492 2.27105 3.21973
H -1.02584 3.24109 -2.02497
C -1.43806 5.06193 -0.95760
C -2.89903 2.99302 -0.98442
H -0.43214 5.50371 -0.97800
H -1.96277 5.40704 -0.05473
H -1.97744 5.44994 -1.83424
H -2.97543 1.94380 -1.29599
H -3.52542 3.59609 -1.65420
H -3.31018 3.06673 0.03235
H -1.02967 -3.55443 -1.43286
C -2.90139 -3.13195 -0.44471
C -1.44170 -5.16594 -0.06633
H -0.43654 -5.60687 -0.01548
H -1.98739 -5.69660 -0.86030
H -1.96178 -5.34890 0.88570
H -2.97955 -2.14571 -0.91946
H -3.31329 -3.04395 0.57107
H -3.52395 -3.83720 -1.01014
C -0.67369 -1.88218 3.34373
C -0.16746 -4.29936 2.95242
H -1.94098 -3.25979 2.27641
H 0.90076 -4.11186 3.12948
H -0.27067 -5.19076 2.32273
H -0.64051 -4.51145 3.91812
H 0.39164 -1.69581 3.52711
H -1.14162 -2.14490 4.29759
H -1.14720 -0.96320 2.98377
C -2.03004 0.04902 0.55887
H -2.61019 -0.02724 -0.37004
H -2.36253 -0.76745 1.20346
H -2.35717 0.96259 1.05875
Cl 2.86182 -0.59237 1.35996
C 1.34624 0.34184 1.38725
H 0.78718 0.03035 2.28723
H 1.64200 1.39283 1.47144
```

Spin multiplicity = 3
<S²> = 2.022

Atom charges from the Mulliken analysis, given in e for atoms 1 to 4:
1. Mo -1.65
2. C -1.64
3. C 0.60
4. C -0.12

Density functional theory data (ωB97M-V/def2-TZVPD) for an isolated ion of composition C3H3N2S and charge +1 at a distorted geometry.

Geometry as XYZ:
```
9
Properties=species:S:1:pos:R:3
C -0.19928 1.34356 -0.09362
C -1.18422 -0.57961 -0.07970
C 0.80191 0.23183 -0.11860
N -1.37536 0.77301 -0.18859
N 0.06718 -0.94118 -0.05968
S 2.45477 0.11120 0.02116
H -0.17289 2.43595 -0.04257
H -1.95900 -1.22902 0.05283
H 2.08695 -1.28309 -0.21445
```

Spin multiplicity = 1
ΔE to the lowest compared entry with this formula, charge and spin = 171.1 kJ/mol
Charge = +1

Atom charges from the Mulliken analysis, given in e for atoms 1 to 4:
1. C 0.06
2. C -0.05
3. C 0.58
4. N -0.30

Density functional theory data (ωB97M-V/def2-TZVPD) for C13H18O2 in the gas phase.

Geometry as XYZ:
```
33
Properties=species:S:1:pos:R:3
C 3.74448 -1.80670 0.87883
C 3.08146 -1.18342 -0.35744
C 3.55466 0.24667 -0.63641
C 3.12191 1.25540 0.42404
O 1.87652 1.87714 0.08033
C 0.75730 1.21693 0.48207
O 0.61295 0.80854 1.60358
C -0.29489 1.06861 -0.58642
C -1.66267 1.67104 -0.15624
C -2.75031 0.62068 -0.11734
C -3.76977 0.61292 -1.06684
C -4.73998 -0.38438 -1.04752
C -4.70348 -1.38636 -0.08708
C -3.69446 -1.37828 0.87253
C -2.72751 -0.38243 0.85338
H 4.71670 -1.34337 1.06382
H 3.91253 -2.87250 0.73021
H 3.13590 -1.67617 1.77418
H 1.99140 -1.21906 -0.27759
H 3.33666 -1.78562 -1.23372
H 4.64881 0.23484 -0.66874
H 3.21562 0.59066 -1.61594
H 3.86107 2.05047 0.51277
H 3.05234 0.77803 1.40320
H 0.04881 1.51964 -1.51512
H -0.41376 -0.00289 -0.76131
H -1.94932 2.40667 -0.90782
H -1.56506 2.14282 0.82008
H -3.80365 1.38521 -1.82674
H -5.53256 -0.37551 -1.78630
H -5.46073 -2.16028 -0.08474
H -3.66243 -2.14581 1.63568
H -1.93852 -0.38348 1.59861
```

Spin multiplicity = 1
ΔE to the lowest compared entry with this formula, charge and spin = 0.0 kJ/mol

Atom charges from the Mulliken analysis, given in e for atoms 1 to 4:
1. C -1.17
2. C -0.08
3. C -0.83
4. C -0.44

Total energy list, top to bottom, in hartree: -6883.42506; -383.29132; -1930.69787; -6003.88361; -3234.04836; -623.42943; -656.64232